[1]
Density functional theory data (ωB97M-V with the def2-TZVPD basis set) for a molecular structure, C9H18Cl2N2O2PV at a distorted geometry.

XYZ file:
```
35
Properties=species:S:1:pos:R:3:forces:R:3
C 4.3826 0.9773 -0.1329 0.297 1.393 0.522
C 3.3127 -0.0690 -0.1102 2.699 -5.750 -1.532
H 5.3086 0.6011 0.3066 -0.004 -0.662 -0.031
H 4.1659 1.9024 0.4256 -0.300 -0.380 -0.536
H 4.5602 1.1740 -1.2012 -0.074 0.069 0.018
O 3.4589 -1.2708 -0.3103 -1.206 5.231 1.070
Cl 0.8956 2.3253 -1.9233 1.328 -1.757 1.564
V 1.3193 0.8817 -0.2262 -2.775 7.408 -1.951
P 0.3998 -0.9581 -1.4318 -1.774 -2.208 -1.422
C -0.3911 -2.3026 -0.5067 0.095 0.305 0.712
C -0.9706 -0.2176 -2.3693 -0.254 0.945 0.007
H 1.4501 -1.1829 -3.5949 0.106 -0.254 0.218
H 0.7718 -2.7354 -2.9453 0.220 0.389 0.062
H 2.3419 -2.0963 -2.3143 -0.167 -0.220 -0.399
C 1.3567 -1.8287 -2.7101 0.803 0.539 0.139
H -0.7433 0.8417 -2.5380 -0.424 -0.547 -0.196
H -1.0697 -0.7082 -3.3409 0.066 -0.214 0.148
H -0.3592 -3.2077 -1.1172 0.028 0.080 0.090
H -1.4365 -2.0280 -0.3262 0.249 -0.117 0.088
H -1.9046 -0.2862 -1.8030 0.211 -0.098 -0.188
H 0.1180 -2.4826 0.4444 -0.192 -0.275 -0.123
C 1.3910 -0.2742 1.2866 -1.060 -5.047 7.500
O 1.2959 -0.9057 2.2674 0.649 3.112 -4.935
Cl 1.6811 2.4877 1.3698 -0.151 -1.961 -0.929
C -4.0870 0.8660 1.5195 -1.050 -0.374 -0.566
N -2.6509 1.0034 1.8034 0.685 -0.437 -1.452
C -2.2698 1.2659 3.1947 0.778 0.176 0.847
C -1.6992 0.8625 0.9397 -0.588 0.538 1.495
N -0.7013 0.8777 0.3214 1.565 -0.215 -0.338
H -4.5894 1.0071 2.4832 -0.009 -0.109 -0.504
H -4.3309 -0.1392 1.1256 0.188 0.501 0.244
H -4.4368 1.6328 0.8100 0.255 -0.232 0.285
H -1.7504 0.3989 3.6267 -0.258 0.198 -0.102
H -1.6171 2.1449 3.2505 -0.249 -0.120 0.048
H -3.2021 1.4429 3.7266 0.311 0.094 0.146
```
Positions in Å, forces in eV/Å.

Output
* <S²>: 0.858
* lowest unoccupied orbital energy (spin up / spin down): -15.129 / -15.411 eV
* net charge: +3
* Kohn-Sham gap (spin up / spin down): 5.027 / 4.536 eV
* spin multiplicity: 2
* energy above the lowest of the compared OMol25 structures with the same formula, charge and spin: 2.381 eV
* HOMO level (spin up / spin down): -0.74073 / -0.73306 hartree



[2]
Density functional theory data (ωB97M-V with the def2-TZVPD basis set) for 3 unconnected molecules or ions with the total composition C3H13NO2 at a distorted geometry.

XYZ file:
```
19
Properties=species:S:1:pos:R:3:forces:R:3
C 1.3770 1.0901 -0.2390 -0.076 -0.627 -0.218
C 0.7435 0.6627 1.0844 0.737 0.241 -0.358
N 0.5952 -0.7748 1.1174 0.062 -0.174 -0.244
C -0.2336 -1.2274 2.2073 -0.765 0.773 0.487
H 1.2803 2.1410 -0.4544 -0.095 0.466 0.115
H 2.4398 0.8342 -0.2712 -0.150 -0.051 0.055
H 0.8965 0.5440 -1.0624 0.075 0.059 0.095
H 1.4312 0.9721 1.8649 0.073 -0.013 0.412
H -0.1817 1.1986 1.2819 -0.504 0.182 -0.159
H 0.1536 -1.0592 0.2489 0.128 -0.159 0.010
H -0.0414 -2.2427 2.5041 0.170 -0.489 -0.024
H -1.3194 -1.1231 2.0151 0.147 -0.132 -0.142
H -0.0831 -0.5873 3.0809 0.288 -0.128 0.050
H -0.1202 0.7951 -2.8458 0.009 0.197 -0.285
H -1.0318 0.8596 -4.0944 0.090 -0.075 -0.031
O -1.0402 0.8260 -3.1344 0.057 -0.051 0.360
H -1.2667 -0.6160 -1.7258 -0.447 0.121 -0.117
H -2.0950 -0.9634 -0.4567 -0.029 0.160 -0.160
O -1.5038 -1.3294 -1.1210 0.229 -0.300 0.155
```
Positions in Å, forces in eV/Å.

Output
* lowest unoccupied orbital energy: 0.601 eV
* SMILES string: CCNC.O.O
* Kohn-Sham gap: 9.193 eV
* energy above the lowest of the compared OMol25 structures with the same formula, charge and spin: 0.815 eV
* HOMO level: -0.31576 hartree



[3]
Density functional theory data (ωB97M-V with the def2-TZVPD basis set) for a molecular structure, F2K.

XYZ file:
```
3
Properties=species:S:1:pos:R:3:forces:R:3
K -1.1023 -0.0188 -0.5088 0.762 0.254 0.440
F 0.0757 2.1219 0.8425 -0.337 -0.746 -0.440
F 1.0266 -2.1031 -0.3337 -0.425 0.492 0.000
```
Positions in Å, forces in eV/Å.

Output
* <S²>: 0.763
* lowest unoccupied orbital energy (spin up / spin down): -0.781 / -4.956 eV
* Kohn-Sham gap (spin up / spin down): 10.798 / 3.341 eV
* spin multiplicity: 2
* HOMO level (spin up / spin down): -0.42552 / -0.30491 hartree



[4]
Density functional theory data (ωB97M-V with the def2-TZVPD basis set) for CH6N2O in the gas phase.

XYZ file:
```
10
Properties=species:S:1:pos:R:3:forces:R:3
C 0.1338 0.6896 -0.3486 0.129 -0.249 0.116
N -0.8953 0.5122 0.5906 -0.156 -0.277 -0.151
N 1.1104 -0.4671 0.1525 -0.114 0.136 -0.059
O -1.7033 -0.6103 0.0190 0.313 0.357 0.176
H -2.6001 -0.3246 0.2163 0.079 -0.007 -0.020
H 0.3080 -0.3361 1.0425 -0.015 0.020 -0.166
H 0.9638 -1.3414 -0.3491 0.002 0.105 0.040
H 2.1096 -0.2780 0.2546 -0.205 -0.002 -0.012
H -0.1022 0.5354 -1.4029 0.007 -0.030 0.068
H 0.6753 1.6204 -0.1749 -0.039 -0.053 0.007
```
Positions in Å, forces in eV/Å.

Output
* lowest unoccupied orbital energy: 0.834 eV
* Kohn-Sham gap: 8.350 eV
* energy above the lowest of the compared OMol25 structures with the same formula, charge and spin: 4.609 eV
* HOMO level: -0.27622 hartree



[5]
Density functional theory data (ωB97M-V with the def2-TZVPD basis set) for a molecular structure, C23H42Cl3CrN2O4Si at a distorted geometry.

XYZ file:
```
76
Properties=species:S:1:pos:R:3:forces:R:3
C 4.2190 0.1378 0.3012 0.071 -0.599 -0.174
C 3.6488 1.4621 0.6773 0.186 1.075 -0.042
H 5.1113 0.2383 -0.3331 -0.304 -0.171 0.241
H 3.4732 -0.4806 -0.2339 0.365 0.367 0.305
H 4.5007 -0.4229 1.2093 -0.058 0.117 -0.271
C 4.2770 2.6317 0.4816 -0.236 -0.448 0.162
C 5.6476 2.8048 -0.0823 0.400 0.149 -0.181
H 3.7872 3.5576 0.7897 0.060 -0.235 -0.006
H 6.0971 1.8652 -0.4292 -0.112 0.361 0.095
H 6.3167 3.2352 0.6795 -0.106 -0.082 -0.221
H 5.6315 3.5119 -0.9256 0.089 -0.140 0.149
Cr 0.0138 -0.1719 0.0536 1.060 1.547 -0.570
Cl 0.2368 -1.2191 2.0154 -0.063 -0.321 0.572
Cl 1.4377 -1.5870 -1.0400 -0.349 -0.587 -0.066
H -4.9034 -2.7053 -0.4382 0.252 0.108 -0.134
H -3.7473 -4.7324 0.5484 0.181 -0.003 -0.114
C -4.0296 -2.5540 -1.0897 0.041 0.069 0.005
C -2.9082 -4.5407 -0.1312 0.323 0.025 0.135
N -2.8426 -3.1218 -0.4476 -0.323 -0.097 -0.174
H -3.8741 -1.4847 -1.2807 -0.016 -0.420 0.088
C -1.7589 -2.4018 -0.1991 0.154 1.566 -0.373
O -1.6916 -1.1648 -0.4835 -0.132 -2.040 0.483
H -1.9671 -4.8315 0.3524 -0.321 -0.025 -0.112
H -0.9039 -2.8975 0.2873 -0.348 -0.004 -0.207
H -4.2254 -3.0770 -2.0373 0.125 0.174 0.224
H -3.0433 -5.1313 -1.0456 0.022 0.118 0.170
H 3.1386 1.0953 -2.2685 -0.331 -0.057 -0.059
H 2.7262 3.6518 -1.9280 -0.330 -0.168 -0.180
C 2.2437 1.0720 -2.9091 0.078 -0.080 0.144
C 1.9164 3.4966 -2.6620 -0.115 0.075 0.000
N 1.3495 2.1605 -2.5338 -0.820 0.156 0.159
H 1.7400 0.1082 -2.7914 0.156 0.349 -0.042
C 0.1223 1.9822 -2.0217 0.918 -0.619 0.160
O -0.3854 0.8698 -1.7339 0.207 1.054 -0.380
H 1.1256 4.2394 -2.4906 0.305 -0.121 -0.086
H -0.4255 2.9364 -1.8584 0.167 -0.481 -0.037
H 2.5647 1.2350 -3.9473 -0.134 -0.079 0.165
H 2.3340 3.6171 -3.6726 -0.175 0.049 0.269
O 1.3427 1.2130 0.2637 -1.410 -1.166 -1.121
C 2.2464 1.4238 1.2629 0.055 0.489 0.799
C 1.2018 3.7581 1.3423 0.049 -0.011 0.464
C 1.8482 2.7135 2.0084 0.313 -0.640 -0.083
H 0.9559 3.6365 0.2869 0.060 0.029 0.284
C 0.8733 4.9216 2.0438 0.116 -0.322 -0.195
H 2.2192 0.5887 1.9815 0.072 0.194 0.149
C 2.1483 2.8123 3.3651 -0.064 0.381 -0.200
H 0.3667 5.7294 1.5122 0.138 -0.108 0.277
C 1.2030 5.0335 3.3951 0.041 -0.128 0.037
C 1.8419 3.9820 4.0597 -0.014 -0.130 -0.114
H 2.6374 1.9602 3.8423 -0.122 0.320 0.012
H 0.9545 5.9389 3.9349 0.012 0.000 0.008
H 2.1064 4.0579 5.1158 -0.162 0.100 -0.268
Si 2.8232 -5.9105 -3.5145 0.011 -0.005 0.016
Cl 4.7769 -5.1849 -3.5316 0.095 -0.062 -0.060
C 1.9403 -5.0291 -4.9095 -0.008 -0.008 0.049
C 2.1663 -5.4901 -1.8170 -0.061 -0.037 -0.079
C 2.9029 -7.7631 -3.8208 0.033 0.050 0.020
H 1.9856 -3.9437 -4.7584 -0.028 -0.196 -0.022
H 0.8869 -5.3290 -4.9588 0.112 0.051 -0.004
H 2.4096 -5.2643 -5.8734 -0.080 0.042 0.202
H 3.3568 -7.9826 -4.7959 -0.081 0.082 0.193
H 1.8985 -8.2049 -3.8104 0.123 0.084 0.006
H 3.5006 -8.2648 -3.0494 -0.109 0.120 -0.134
H 2.1876 -4.4062 -1.6395 0.005 -0.230 -0.035
H 2.7786 -5.9838 -1.0511 -0.129 0.122 -0.136
H 1.1311 -5.8348 -1.7043 0.102 0.033 0.015
C -3.1662 0.1958 2.3545 -0.016 -0.358 0.286
C -2.5477 1.1733 1.4016 1.393 0.115 -0.736
C -3.4428 2.3250 1.0368 -0.050 0.127 0.070
O -1.4123 1.0868 0.9027 -2.218 0.439 0.788
H -4.1114 0.5849 2.7580 0.390 -0.168 -0.158
H -2.4936 -0.0372 3.1826 0.123 -0.071 -0.206
H -3.3810 -0.7391 1.8242 0.161 0.058 0.040
H -2.9166 3.2723 1.1726 0.015 -0.071 -0.116
H -3.7334 2.2290 -0.0178 0.106 0.048 0.190
H -4.3335 2.2996 1.6721 0.141 0.247 -0.332
```
Positions in Å, forces in eV/Å.

Output
* <S²>: 3.782
* lowest unoccupied orbital energy (spin up / spin down): 0.174 / 0.167 eV
* Kohn-Sham gap (spin up / spin down): 7.995 / 8.026 eV
* spin multiplicity: 4
* HOMO level (spin up / spin down): -0.28744 / -0.28883 hartree



[6]
Density functional theory data (ωB97M-V with the def2-TZVPD basis set) for 2 unconnected molecules or ions with the total composition C5H12NO2 at a distorted geometry.

XYZ file:
```
20
Properties=species:S:1:pos:R:3:forces:R:3
C 1.9131 1.0910 -0.8462 1.179 0.786 0.257
N 0.8800 1.9490 -0.3015 -0.855 -3.864 0.241
C -0.0315 1.0856 0.3930 -0.731 2.040 1.562
C -0.7999 0.0170 -0.4771 2.111 -1.940 -2.302
C -2.1131 -0.5363 0.0512 -2.709 -0.262 0.987
O -2.8610 -1.2054 -0.8976 1.903 1.229 0.880
C 0.6086 0.2714 1.5710 0.502 -0.561 0.721
O 1.7938 -2.0080 0.3006 -0.844 1.646 0.522
H 2.7535 1.7179 -1.1801 -0.318 -0.094 -0.213
H 2.3327 0.3797 -0.0629 -0.607 0.093 -0.703
H 1.6002 0.4297 -1.6833 -0.123 0.339 0.579
H 2.3190 -2.6916 -0.0456 1.050 -1.414 -0.700
H -0.7960 1.7232 0.8510 -0.022 0.214 -0.254
H -0.9826 0.4448 -1.4503 -0.270 0.339 -0.429
H -0.0680 -0.8505 -0.6489 -0.793 1.071 0.311
H -1.8875 -1.1897 0.9281 0.245 0.051 -0.338
H -2.6873 0.3291 0.5001 0.241 -0.255 -0.238
H -0.1481 -0.1651 2.3115 0.804 0.921 -1.294
H 1.1544 -0.5744 1.1007 -0.143 0.130 0.645
H 1.3233 0.9379 2.1145 -0.620 -0.469 -0.235
```
Positions in Å, forces in eV/Å.

Output
* lowest unoccupied orbital energy: 0.139 eV
* net charge: -1
* Kohn-Sham gap: 4.011 eV
* energy above the lowest of the compared OMol25 structures with the same formula, charge and spin: 8.778 eV
* HOMO level: -0.14229 hartree



[7]
Density functional theory data (ωB97M-V with the def2-TZVPD basis set) for 2 unconnected molecules or ions with the total composition C6H12N2 at a distorted geometry.

XYZ file:
```
20
Properties=species:S:1:pos:R:3:forces:R:3
C 0.6729 1.9423 1.6851 -1.113 2.842 1.544
C 1.2605 1.1016 0.7074 -0.700 0.302 -5.444
C 1.5060 -0.2198 0.5403 2.744 2.634 -3.467
C 1.9864 0.9462 -1.4124 0.023 -2.301 1.245
N 1.3827 1.8148 -0.6431 1.764 -2.492 1.371
N 2.2232 -0.3413 -0.7335 -5.915 11.200 4.210
H 0.5547 3.0513 1.4261 0.727 -1.636 -0.298
H 1.3105 1.9200 2.5350 0.198 0.089 1.260
H 1.2050 -1.0839 0.9823 -0.313 -2.014 1.854
H 2.2231 1.0241 -2.5121 -0.152 0.139 1.541
H 2.5456 -1.0488 -1.1272 3.300 -8.010 -4.185
H -0.3392 1.7253 1.9624 -0.575 -0.753 0.388
C -1.5501 -1.7487 -0.8760 -1.586 -2.308 0.236
C -2.5211 -0.9399 0.0744 1.959 1.132 -1.749
H -2.0808 -2.8064 -1.1179 1.261 2.314 0.422
H -1.5933 -1.1514 -1.8278 0.941 -0.904 0.792
H -0.5215 -2.0591 -0.4272 -1.742 1.164 -1.054
H -2.1894 0.1416 -0.0556 -0.648 -1.189 0.679
H -2.5445 -1.2372 1.0885 0.404 -0.260 1.139
H -3.5308 -1.0308 -0.2687 -0.576 0.050 -0.485
```
Positions in Å, forces in eV/Å.

Output
* lowest unoccupied orbital energy: 0.980 eV
* SMILES string: Cc1c[nH]cn1.CC
* Kohn-Sham gap: 9.674 eV
* energy above the lowest of the compared OMol25 structures with the same formula, charge and spin: 2.704 eV
* HOMO level: -0.31953 hartree



[8]
Density functional theory data (ωB97M-V with the def2-TZVPD basis set) for a gas-phase ion, C2H4NO2S2 (charge -1) at a distorted geometry.

XYZ file:
```
11
Properties=species:S:1:pos:R:3:forces:R:3
C 1.2936 0.2286 -1.4316 -6.050 0.236 1.000
C -0.4070 0.3873 0.4467 0.102 -1.287 0.913
N -0.2494 0.0750 -0.9378 6.353 2.101 -1.890
O -1.0059 -0.7543 -3.3132 0.715 0.731 0.814
O -2.5142 -1.0266 -1.4058 1.440 0.477 0.209
S 2.4593 0.8222 -0.5240 0.827 0.056 0.536
S -1.0871 -1.1388 -1.8786 -2.435 -2.418 -0.662
H 1.2895 0.1441 -2.5061 0.138 -0.535 -0.217
H 0.0018 -0.4194 1.1241 -0.224 0.473 -0.517
H 0.1470 1.2972 0.7605 -0.627 -0.265 -0.496
H -1.4769 0.3995 0.6078 -0.240 0.432 0.310
```
Positions in Å, forces in eV/Å.

Output
* lowest unoccupied orbital energy: 3.207 eV
* net charge: -1
* Kohn-Sham gap: 6.914 eV
* energy above the lowest of the compared OMol25 structures with the same formula, charge and spin: 1.098 eV
* HOMO level: -0.13620 hartree